A single C3H5NO2 molecule, computed with ωB97M-V/def2-TZVPD.

- HOMO-LUMO gap: 10.81 eV
- Structure (SMILES): [H]/N=C/OCC=O
- E_tot: -322.514180 a.u.
- Energy relative to the best compared isomer or geometry (same formula, charge and spin): 157.93 kJ/mol

```
! RIJCOSX wB97M-V def2-TZVPD def2/J DEFGRID3
* xyz 0 1
H 1.48387 1.78172 -0.97892
N 0.79324 1.06481 -0.78433
C 1.32962 -0.04109 -0.48281
O 0.60160 -1.10702 -0.12075
C -0.79138 -0.84357 -0.01174
C -1.06876 0.33370 0.91997
O -0.51653 0.46537 1.98047
H 2.39304 -0.28702 -0.44898
H -1.22982 -1.74955 0.42252
H -1.22785 -0.66061 -1.00105
H -1.84558 1.04043 0.57434
*
```



A single C5H8O2 molecule, computed with ωB97M-V/def2-TZVPD.

- HOMO-LUMO gap: 10.94 eV
- Structure (SMILES): C[C@@]1(O)C[C@H]2O[C@H]21
- E_tot: -345.719742 a.u.
- Energy relative to the best compared isomer or geometry (same formula, charge and spin): 223.73 kJ/mol

```
! RIJCOSX wB97M-V def2-TZVPD def2/J DEFGRID3
* xyz 0 1
C 1.50161 0.74817 -0.35808
C 0.37682 -0.00565 0.32143
O 0.77113 -0.46850 1.60381
C -1.00957 0.70557 0.45273
C -1.62612 -0.44515 -0.33680
O -0.96260 -0.46284 -1.60142
C -0.33018 -1.09955 -0.50278
H 1.17305 1.12182 -1.33272
H 1.80964 1.59487 0.26415
H 2.36951 0.09465 -0.50311
H 0.89026 -1.42372 1.58120
H -1.30168 0.73680 1.50430
H -1.11662 1.68681 -0.01708
H -2.62528 -0.86713 -0.29120
H -0.05159 -2.14570 -0.62506
*
```



A molecular structure, C34H49AsF5N2O2SeW, computed with ωB97M-V/def2-TZVPD.

- HOMO-LUMO gap (alpha / beta): 6.20 / 6.89 eV
- <S²>: 2.1792
- E_tot: -6787.645894 a.u.
- Energy relative to the best compared isomer or geometry (same formula, charge and spin): 0.00 kJ/mol

```
! RIJCOSX wB97M-V def2-TZVPD def2/J DEFGRID3
* xyz 3 3
W 0.49858 -0.26725 0.50922
C -1.18185 2.36043 1.85032
O -0.89987 1.51039 0.70162
C -1.13024 2.16677 -0.56715
C -1.46894 1.11076 -1.56772
O -0.43352 0.10378 -1.51563
C -0.67047 -0.97201 -2.46285
H -2.17150 2.79043 1.71907
H -0.43653 3.14571 1.92839
H -1.16757 1.72607 2.73038
H -0.23868 2.72737 -0.84160
H -1.96519 2.85905 -0.47500
H -1.51310 1.53593 -2.57024
H -2.42490 0.63646 -1.34218
H -0.63356 -0.56282 -3.46968
H -1.64523 -1.42059 -2.27292
H 0.11631 -1.70610 -2.33220
C 1.93541 -7.23252 0.31856
C 2.95524 -6.16795 -0.08625
C 4.15867 -6.22288 0.87335
C 3.42879 -6.43689 -1.52985
C 2.37046 -4.77329 -0.04018
C 3.16604 -3.65299 -0.30934
C 2.63345 -2.39517 -0.24479
N 1.33447 -2.15975 0.05204
C 0.53811 -3.23416 0.29141
C 1.03087 -4.51772 0.26120
C -0.87257 -2.91343 0.63385
C -1.79929 -3.85437 1.00115
C -3.10954 -3.49212 1.34554
C -3.40588 -2.13063 1.28768
C -2.42766 -1.22487 0.94633
N -1.17355 -1.59113 0.62089
C -4.11000 -4.55208 1.76793
C -4.22520 -5.60200 0.64963
C -3.57453 -5.21760 3.05306
C -5.48830 -3.95580 2.05068
H 2.41004 -8.21214 0.27463
H 1.07772 -7.26280 -0.36050
H 1.57943 -7.09028 1.34418
H 4.54101 -7.24340 0.89897
H 3.87481 -5.94528 1.89179
H 4.97622 -5.57612 0.54859
H 3.85801 -7.43839 -1.57953
H 4.19936 -5.73020 -1.84652
H 2.59895 -6.38988 -2.23908
H 4.21208 -3.76151 -0.56270
H 3.25235 -1.53181 -0.42697
H 0.36895 -5.34395 0.46791
H -1.51864 -4.89736 1.02544
H -4.39561 -1.76577 1.52316
H -2.63366 -0.16592 0.94350
H -3.28239 -6.12508 0.47035
H -4.55665 -5.15066 -0.28830
H -4.96314 -6.34960 0.94043
H -2.60672 -5.70058 2.89777
H -4.27945 -5.98562 3.37340
H -3.47627 -4.49197 3.86379
H -5.92529 -3.49076 1.16297
H -5.46245 -3.22406 2.86266
H -6.16066 -4.75430 2.36260
F 1.50689 3.30910 7.00894
C 1.39918 2.41118 6.06444
C 1.03025 1.11294 6.38380
F 0.79355 0.78565 7.63617
C 0.91443 0.17157 5.38177
F 0.56775 -1.06545 5.70492
C 1.15667 0.50331 4.04908
Se 1.11834 -0.89287 2.77689
C 1.52639 1.81443 3.76039
F 1.79189 2.19028 2.49523
C 1.65145 2.76643 4.74348
F 2.00515 4.00247 4.43728
C 2.20560 3.98912 0.11590
C 2.40974 2.99678 -1.02021
As 2.41635 1.10697 -0.54785
C 4.02790 0.99166 0.56371
C 5.37490 1.23079 -0.10762
C 2.62919 0.36408 -2.35744
C 3.95466 0.56976 -3.08510
H 2.19172 5.00001 -0.29126
H 3.01138 3.94600 0.84722
H 1.26424 3.83267 0.64446
H 3.38747 3.12586 -1.48184
H 1.67409 3.12733 -1.81231
H 4.00274 0.04067 1.09275
H 3.83396 1.76279 1.30946
H 5.67416 0.40724 -0.74912
H 6.13194 1.32990 0.67137
H 5.39495 2.14847 -0.69406
H 1.82607 0.86859 -2.89579
H 2.36722 -0.69319 -2.32910
H 4.27403 1.61080 -3.08711
H 3.82711 0.26775 -4.12499
H 4.75571 -0.03289 -2.66677
*
```



4 unconnected molecules or ions with the total composition C16H40NO10P, computed with ωB97M-V/def2-TZVPD.

- HOMO-LUMO gap: 9.93 eV
- Structure (SMILES): CCOCOC(=O)O[PH2]=N.COCCOC.COCCOC.COCCOC
- E_tot: -1781.967628 a.u.
- Energy relative to the best compared isomer or geometry (same formula, charge and spin): 0.00 kJ/mol

```
! RIJCOSX wB97M-V def2-TZVPD def2/J DEFGRID3
* xyz 0 1
C -1.24386 -5.59070 3.33704
C -2.40065 -4.67306 3.73626
O -2.54184 -3.53248 2.88219
C -2.99783 -3.77246 1.60237
O -2.12550 -3.15489 0.64441
C -0.80229 -3.06362 0.92799
O 0.02310 -3.76607 0.44460
O -0.46348 -2.06714 1.77318
P -1.36332 -0.85991 2.42484
N -1.14582 -0.66558 3.94133
H -0.89558 -5.37308 2.32468
H -0.39312 -5.46085 4.00525
H -1.53830 -6.64034 3.37177
H -3.35075 -5.21692 3.76626
H -2.24556 -4.24189 4.72192
H -3.96812 -3.30023 1.43682
H -3.04604 -4.84193 1.37265
H -1.00396 0.23557 1.62626
H -2.66791 -1.16826 2.05684
H -0.68782 0.20913 4.16601
C 1.70174 2.71456 -1.99531
O 2.26849 3.55739 -1.00967
C 1.31671 4.14615 -0.14337
C 1.22754 3.41518 1.17917
O 0.75820 2.08639 1.02001
C 1.78933 1.11213 1.02932
H 2.51442 2.14349 -2.44199
H 0.97523 2.02117 -1.56455
H 1.21322 3.30109 -2.78116
H 0.33003 4.16997 -0.61967
H 1.62656 5.17859 0.04350
H 0.52383 3.94232 1.83027
H 2.20684 3.41473 1.66916
H 2.16885 0.95897 2.04511
H 2.61984 1.39141 0.37749
H 1.35860 0.17655 0.67406
C 4.28578 -1.18216 -3.02710
O 4.43684 -0.05255 -3.86694
C 5.21780 0.98281 -3.29682
C 6.64004 0.98667 -3.81371
O 7.35045 -0.17954 -3.43894
C 7.43060 -1.15449 -4.46072
H 3.84772 -1.97594 -3.62955
H 5.24574 -1.51997 -2.62937
H 3.61243 -0.96312 -2.19067
H 5.22063 0.89948 -2.20414
H 4.74640 1.93470 -3.56095
H 7.16583 1.84626 -3.38775
H 6.63548 1.09821 -4.90365
H 8.12271 -0.84007 -5.24975
H 6.45276 -1.35449 -4.90565
H 7.80997 -2.06770 -4.00536
C -6.73595 2.94914 0.74829
O -5.90661 2.63481 -0.35454
C -4.52205 2.73477 -0.07698
C -3.89386 1.38399 0.18848
O -4.41205 0.77486 1.36062
C -5.39212 -0.21201 1.10501
H -7.74878 2.64940 0.48470
H -6.42646 2.41686 1.65112
H -6.72834 4.02569 0.95051
H -4.34957 3.39560 0.77966
H -4.03806 3.18061 -0.95106
H -2.81681 1.52062 0.33118
H -4.04063 0.72976 -0.67786
H -4.93475 -1.12265 0.69792
H -6.14932 0.14438 0.40299
H -5.86662 -0.44932 2.05597
*
```



A molecular structure, C40H40CeClNO2PSSe2, computed with ωB97M-V/def2-TZVPD.

- HOMO-LUMO gap (alpha / beta): 7.17 / 7.15 eV
- E_tot: -8230.972065 a.u.
- Energy relative to the best compared isomer or geometry (same formula, charge and spin): 105.61 kJ/mol

```
! RIJCOSX wB97M-V def2-TZVPD def2/J DEFGRID3
* xyz 1 1
Ce -0.76589 0.60274 0.28236
O 2.26206 2.87339 5.15148
C 0.94568 2.44406 5.57361
C 0.21620 1.96512 4.33085
C -1.16103 1.43157 4.80846
O -1.04342 0.28227 5.56991
C 1.07083 0.88590 3.69271
Se 0.23467 -0.55613 2.55320
C 0.03432 3.24922 3.47148
Se -0.64854 2.92045 1.64100
H 2.74278 3.27229 5.87880
H 0.45168 3.30768 6.00226
H 1.12380 1.68019 6.31338
H -1.84033 1.28614 3.96763
H -1.52813 2.21848 5.43248
H -0.94644 -0.49564 5.00110
H 1.72427 0.35258 4.42655
H 1.76015 1.38845 2.99089
H 1.01914 3.65105 3.31730
H -0.65028 3.93389 3.95475
Cl -3.47943 -0.62363 1.77815
C -4.17784 -2.00376 1.01211
C -5.15312 -2.73294 1.69659
C -5.67753 -3.86745 1.12379
C -5.18979 -4.31954 -0.08292
C -4.28597 -3.59220 -0.79795
C -3.73446 -2.40850 -0.27438
P -2.71893 -1.26062 -1.17142
C -1.05273 -1.99890 -1.22162
C -0.52093 -2.82097 -0.17998
C 0.84677 -3.19337 -0.32875
C 1.60327 -2.88359 -1.47609
C 1.04668 -2.02947 -2.38443
C -0.26382 -1.60223 -2.34532
C -3.33741 -1.22945 -2.85106
C -2.97296 -2.19919 -3.78287
C -3.59567 -2.03147 -5.03167
C -4.56465 -1.08882 -5.31351
C -4.98748 -0.21063 -4.30091
C -4.35514 -0.28471 -3.06742
H -5.60181 -2.28633 2.55895
H -6.45900 -4.41147 1.55231
H -5.61303 -5.25828 -0.52016
H -4.12272 -3.89593 -1.81098
H -1.09455 -3.20119 0.68410
H 1.31443 -3.85436 0.42420
H 2.60457 -3.23925 -1.62262
H 1.61292 -1.87039 -3.27866
H -0.60267 -0.92955 -3.13070
H -2.32066 -3.01651 -3.56996
H -3.39851 -2.72372 -5.81084
H -5.06332 -0.99097 -6.26668
H -5.77970 0.48023 -4.47377
H -4.55867 0.47162 -2.28428
C 6.71044 1.12374 0.99777
C 5.37960 0.37353 1.13252
C 4.59344 0.86783 2.36544
C 5.74318 -1.08214 1.36779
C 4.55036 0.51515 -0.15339
C 5.10567 0.48536 -1.40735
C 4.42415 0.67881 -2.59075
C 3.08401 1.04205 -2.48141
S 1.93551 1.48650 -3.67206
C 0.69789 1.65753 -2.46295
N 1.08822 1.35550 -1.27105
C 2.46329 0.95684 -1.26419
C 3.14543 0.66646 -0.06929
C -0.74112 2.01644 -2.68918
C -1.22132 2.57005 -3.84964
C -2.55625 2.92991 -3.91270
C -3.34168 2.81706 -2.76652
C -2.82303 2.39086 -1.58523
C -1.52273 1.91023 -1.52655
H 7.27639 0.90415 1.93344
H 6.52557 2.20611 0.89952
H 7.34274 0.74127 0.19239
H 5.20089 0.90987 3.27939
H 3.69232 0.32241 2.56962
H 4.18578 1.85338 2.22832
H 6.39308 -1.10099 2.23897
H 6.27636 -1.47152 0.52629
H 4.83798 -1.65191 1.54345
H 6.14181 0.26920 -1.56862
H 4.94676 0.76502 -3.55419
H 2.63252 0.72953 0.88149
H -0.58604 2.62586 -4.69090
H -2.99473 3.28850 -4.86087
H -4.40733 2.93409 -2.84903
H -3.52679 2.32711 -0.74195
*
```



2 unconnected molecules or ions with the total composition C25H25NO2, computed with ωB97M-V/def2-TZVPD.

- HOMO-LUMO gap: 4.31 eV
- E_tot: -1172.785896 a.u.
- Energy relative to the best compared isomer or geometry (same formula, charge and spin): 163.47 kJ/mol

```
! RIJCOSX wB97M-V def2-TZVPD def2/J DEFGRID3
* xyz 0 1
C 2.16435 -3.63547 1.82999
C 2.40733 -2.23326 2.31380
O 1.40171 -1.39161 1.64509
C 1.71571 -0.09341 1.58266
C 0.53263 0.82222 1.45088
C 0.77670 2.27131 1.60430
N -0.63994 0.24067 1.42971
C -1.81567 0.78376 1.55060
C -3.00665 -0.02364 1.63840
C -4.28331 0.53790 1.90908
C -5.40500 -0.28340 2.00702
C -5.27634 -1.67336 1.83884
C -4.01739 -2.24074 1.58596
C -2.89213 -1.42084 1.48186
O 2.86280 0.34079 1.60911
H 2.79365 -4.34316 2.37995
H 1.11722 -3.91867 1.98379
H 2.41481 -3.73552 0.76730
H 2.22743 -2.14253 3.39602
H 3.41359 -1.87530 2.06714
H 1.86277 2.42078 1.62382
H 0.32560 2.80900 0.75932
H 0.34464 2.67221 2.53463
H -1.92247 1.87986 1.61580
H -4.36211 1.61722 2.04467
H -6.38390 0.15275 2.21292
H -6.15601 -2.31309 1.89947
H -3.90545 -3.32048 1.46442
H -1.89812 -1.83137 1.28522
C 1.49396 1.12054 -1.23908
C 1.79965 -0.21082 -1.64339
C 3.05171 -0.75390 -1.21492
C 3.45176 -2.02794 -1.55951
C 2.62528 -2.82713 -2.36392
C 1.39445 -2.31997 -2.80480
C 0.94847 -1.07022 -2.39004
C 0.69841 2.10214 -1.89571
C 0.85635 3.46875 -1.49045
C 0.01225 4.46977 -1.93815
C -1.03409 4.16089 -2.82100
C -1.15912 2.85095 -3.30751
C -0.27862 1.85120 -2.90450
H 2.16137 1.50684 -0.46852
H 3.70067 -0.12225 -0.60514
H 4.41619 -2.40248 -1.20242
H 2.95813 -3.81956 -2.66719
H 0.76501 -2.92348 -3.46477
H -0.07547 -0.76031 -2.59518
H 1.66719 3.71102 -0.79587
H 0.15849 5.49676 -1.59382
H -1.70653 4.94507 -3.16849
H -1.95844 2.61315 -4.01563
H -0.34355 0.86836 -3.36175
*
```



A single C4H8N2 molecule, computed with ωB97M-V/def2-TZVPD.

- HOMO-LUMO gap (alpha / beta): 7.73 / 8.00 eV
- Structure (SMILES): [H]/N=C1/[C@H](C)[C@H]1N
- E_tot: -266.552757 a.u.
- Energy relative to the best compared isomer or geometry (same formula, charge and spin): 444.36 kJ/mol

```
! RIJCOSX wB97M-V def2-TZVPD def2/J DEFGRID3
* xyz 0 1
H -1.54264 -1.68887 -0.48553
N -2.03175 -0.94871 0.04251
C -1.20941 0.03774 0.19014
C 0.19244 -0.08017 0.67109
C 0.81094 0.95821 1.54494
C -0.03678 0.18513 -0.74225
N 0.13315 -0.83288 -1.76922
H 0.51690 -1.07703 0.95074
H 1.89946 0.95484 1.42960
H 0.57582 0.75688 2.59432
H 0.44918 1.96305 1.30362
H -0.21437 1.26880 -1.00185
H 1.03667 -0.74857 -2.23257
H -0.57962 -0.74841 -2.49554
*
```



3 unconnected molecules or ions with the total composition C3H13NO3, computed with ωB97M-V/def2-TZVPD.

- HOMO-LUMO gap: 9.83 eV
- Structure (SMILES): NCCCO.O.O
- E_tot: -402.545673 a.u.
- Energy relative to the best compared isomer or geometry (same formula, charge and spin): 91.27 kJ/mol

```
! RIJCOSX wB97M-V def2-TZVPD def2/J DEFGRID3
* xyz 0 1
N -1.11613 -2.32213 2.18086
C -1.08196 -1.67029 0.89919
C 0.18621 -0.81201 0.64215
C -0.04426 0.15231 -0.51854
O 1.09278 0.95612 -0.83330
H -0.56332 -3.16309 2.24044
H -0.95070 -1.76324 2.97798
H -1.99735 -1.09846 0.75121
H -1.05620 -2.40377 0.09195
H 0.42143 -0.20102 1.51326
H 0.97914 -1.50031 0.35276
H -0.34800 -0.38369 -1.42594
H -0.85496 0.84922 -0.28482
H 1.84889 0.61055 -0.35531
O 2.29845 2.72425 2.10037
H 1.82855 2.30088 1.39396
H 3.21665 2.80835 1.78768
O -1.54852 0.47320 -3.95533
H -1.29518 0.51522 -4.89948
H -2.50743 0.32595 -3.98674
*
```



The highest E_tot belongs to which entry?
C4H8N2



Please write out number 1 again, unchanged.
A single C3H5NO2 molecule, computed with ωB97M-V/def2-TZVPD.

- HOMO-LUMO gap: 10.81 eV
- Structure (SMILES): [H]/N=C/OCC=O
- E_tot: -322.514180 a.u.
- Energy relative to the best compared isomer or geometry (same formula, charge and spin): 157.93 kJ/mol

```
! RIJCOSX wB97M-V def2-TZVPD def2/J DEFGRID3
* xyz 0 1
H 1.48387 1.78172 -0.97892
N 0.79324 1.06481 -0.78433
C 1.32962 -0.04109 -0.48281
O 0.60160 -1.10702 -0.12075
C -0.79138 -0.84357 -0.01174
C -1.06876 0.33370 0.91997
O -0.51653 0.46537 1.98047
H 2.39304 -0.28702 -0.44898
H -1.22982 -1.74955 0.42252
H -1.22785 -0.66061 -1.00105
H -1.84558 1.04043 0.57434
*
```



E_tot of number 1 (C3H5NO2)?
-322.514180 a.u.